Entry 1:
# C22H58O11

C22H58O11 as an isolated structure (wB97M-V/def2-TZVPD, the Open Molecules 2025 dataset).

LUMO level, eV: 0.2
Orbital gap, eV: 9.05
HOMO energy, eV: -8.83
Energy relative to the best compared isomer or geometry (same formula, charge and spin), kcal per mole: 389.6

Geometry as ORCA input:
```
! RIJCOSX wB97M-V def2-TZVPD def2/J DEFGRID3
* xyz 0 1
C -0.340 2.062 -3.626
C 0.723 1.700 -4.638
C 0.370 2.591 -5.824
O -0.807 3.310 -5.441
C -1.529 2.590 -4.446
H -0.012 2.813 -2.906
H -0.704 1.188 -3.085
H 0.605 0.674 -4.988
H 1.728 1.788 -4.224
H 0.404 2.014 -6.748
H 1.106 3.387 -5.939
H -2.038 1.806 -5.005
H -2.293 3.180 -3.939
C -2.605 -2.275 1.259
C -3.747 -2.603 2.154
C -5.033 -2.230 1.314
O -4.624 -1.092 0.656
C -3.209 -1.162 0.375
H -2.301 -3.150 0.685
H -1.800 -1.880 1.878
H -3.709 -1.924 3.006
H -3.863 -3.545 2.690
H -5.875 -1.992 1.963
H -5.331 -3.095 0.721
H -2.814 -0.163 0.558
H -2.996 -1.519 -0.633
C 3.127 -2.841 -2.238
C 1.759 -2.469 -2.948
C 1.300 -1.186 -2.269
O 2.278 -0.940 -1.217
C 2.909 -2.218 -0.938
H 3.988 -2.300 -2.631
H 3.263 -3.915 -2.112
H 0.909 -3.151 -2.930
H 2.007 -2.139 -3.957
H 0.233 -1.214 -2.044
H 1.452 -0.385 -2.992
H 2.354 -2.790 -0.194
H 3.790 -1.892 -0.386
C -1.333 -1.073 3.800
C -0.246 -2.221 3.891
C 1.117 -1.463 3.590
O 0.923 -0.197 4.290
C -0.480 0.135 4.073
H -2.288 -1.277 4.284
H -1.670 -1.029 2.765
H -0.462 -3.003 3.164
H -0.324 -2.758 4.836
H 1.256 -1.389 2.512
H 2.029 -1.954 3.931
H -0.706 0.974 3.415
H -0.660 0.558 5.061
O 0.828 -2.932 1.547
H 1.714 -3.292 1.501
H 0.945 -1.990 1.424
O -1.322 2.094 1.969
H -0.399 1.998 2.205
H -1.551 1.260 1.558
O -2.553 1.983 -0.156
H -2.139 2.596 0.452
H -3.470 1.959 0.115
O -0.950 3.616 -0.125
H -1.568 3.695 -0.852
H -0.339 2.933 -0.403
O 2.146 1.022 -1.711
H 3.090 0.874 -1.652
H 1.756 0.178 -1.484
C 0.604 -0.454 0.388
C -0.366 0.621 0.102
C -0.766 0.652 -1.367
O -1.579 0.285 0.731
H 0.840 -0.657 1.433
H 1.530 -0.149 -0.101
H 0.298 -1.381 -0.097
H 0.023 1.603 0.369
H -1.645 1.215 -1.681
H -1.035 -0.316 -1.789
H 0.105 0.999 -1.923
H -2.283 0.793 0.320
C 1.281 1.865 1.751
C 2.857 2.173 1.983
C 3.646 0.844 1.705
O 3.311 3.256 1.160
H 0.693 2.745 2.012
H 0.946 1.081 2.430
H 1.065 1.446 0.768
H 3.019 2.495 3.012
H 4.733 0.905 1.757
H 3.220 0.518 0.756
H 3.249 0.056 2.344
H 4.235 3.074 0.978
*
```

---

Entry 2:
# C5H10N2

One molecule with the formula C5H10N2 (wB97M-V/def2-TZVPD, the Open Molecules 2025 dataset).

LUMO level, eV: 1.1
SMILES: CNN[C@@H]1C=C1C
Orbital gap, eV: 9.72
HOMO energy, eV: -8.57
Energy relative to the best compared isomer or geometry (same formula, charge and spin), kcal per mole: 117.8

Geometry as ORCA input:
```
! RIJCOSX wB97M-V def2-TZVPD def2/J DEFGRID3
* xyz 0 1
C -2.287 -0.267 -0.563
N -1.473 0.285 0.572
N -0.560 1.151 -0.204
C 0.923 1.165 0.393
C 2.025 1.329 -0.515
C 1.887 0.118 -0.004
C 2.194 -1.265 0.234
H -1.863 -1.135 -0.798
H -3.284 -0.522 -0.111
H -2.394 0.373 -1.397
H -2.004 0.801 1.268
H -1.034 2.018 -0.271
H 1.010 1.550 1.320
H 2.474 1.859 -1.290
H 2.218 -1.571 1.345
H 3.002 -1.502 -0.403
H 1.466 -1.996 0.011
*
```

---

Entry 3:
# C40H44BiBrN8O2PS2

C40H44BiBrN8O2PS2 as an isolated structure (wB97M-V/def2-TZVPD, the Open Molecules 2025 dataset).

LUMO level, eV: 1.7
Orbital gap, eV: 4.92
HOMO energy, eV: -3.22
Energy relative to the best compared isomer or geometry (same formula, charge and spin), kcal per mole: 363.1

Geometry as ORCA input:
```
! RIJCOSX wB97M-V def2-TZVPD def2/J DEFGRID3
* xyz -1 1
Bi -0.891 -0.005 -0.671
Br -4.944 -2.570 3.144
C -4.241 -1.848 1.534
C -4.293 -2.629 0.367
C -3.781 -2.130 -0.838
C -3.212 -0.749 -0.905
O -2.725 -0.255 -2.030
C -3.227 -0.035 0.348
C -2.750 1.417 0.361
N -1.570 1.753 0.786
C -1.159 3.078 0.465
C -0.913 4.046 1.394
C -0.452 5.316 0.977
C -0.242 5.602 -0.345
C -0.479 4.622 -1.337
C -0.315 4.810 -2.732
C -0.602 3.782 -3.588
C -1.041 2.550 -3.058
N -1.196 2.322 -1.780
C -0.923 3.354 -0.936
C -3.725 -0.574 1.551
H -4.720 -3.621 0.380
H -3.853 -2.837 -1.851
H -3.431 2.127 -0.118
H -1.063 3.825 2.442
H -0.260 6.076 1.724
H 0.106 6.587 -0.633
H 0.022 5.764 -3.122
H -0.497 3.898 -4.659
H -1.276 1.712 -3.707
H -3.702 0.016 2.455
C 1.858 -1.132 -2.488
C 3.239 -0.948 -3.185
N 3.752 0.405 -3.035
C 2.812 1.344 -3.614
C 1.432 1.228 -2.910
N 1.465 0.210 -1.862
C 2.512 0.584 -0.890
C 3.887 0.701 -1.607
H 1.900 -1.930 -1.765
H 1.065 -1.506 -3.162
H 3.156 -1.189 -4.252
H 3.964 -1.645 -2.756
H 2.709 1.147 -4.687
H 3.201 2.362 -3.516
H 0.671 0.973 -3.648
H 1.164 2.185 -2.475
H 2.562 -0.159 -0.097
H 2.253 1.535 -0.419
H 4.606 0.013 -1.157
H 4.292 1.709 -1.482
S 3.658 -0.487 2.767
P 1.839 0.122 3.337
S 0.711 0.077 1.697
C 1.171 -0.926 4.670
C 1.866 -1.039 5.872
C 1.365 -1.819 6.902
C 0.163 -2.498 6.737
C -0.530 -2.395 5.540
C -0.026 -1.610 4.509
C 1.849 1.781 4.127
C 3.032 2.459 4.390
C 3.008 3.710 5.001
C 1.798 4.289 5.355
C 0.609 3.616 5.092
C 0.637 2.372 4.481
H 2.809 -0.518 5.994
H 1.916 -1.902 7.831
H -0.228 -3.114 7.539
H -1.462 -2.931 5.399
H -0.562 -1.537 3.568
H 3.978 2.012 4.106
H 3.938 4.231 5.193
H 1.779 5.264 5.826
H -0.342 4.065 5.357
H -0.290 1.850 4.265
C 0.086 -3.164 -1.587
N -0.039 -4.383 -2.399
C 0.134 -4.059 -3.821
N -0.880 -3.092 -4.277
C -0.784 -1.839 -3.522
N -0.976 -2.153 -2.042
C -2.274 -2.721 -1.835
N -2.405 -3.972 -2.602
C -1.379 -4.924 -2.191
C -2.198 -3.675 -4.023
H 1.095 -2.736 -1.650
H -0.042 -3.411 -0.544
H 0.053 -4.974 -4.416
H 1.138 -3.661 -3.996
H -1.547 -1.142 -3.876
H 0.213 -1.276 -3.708
H -3.110 -1.951 -2.215
H -2.451 -2.934 -0.666
H -1.501 -5.854 -2.759
H -1.509 -5.181 -1.137
H -2.972 -2.985 -4.375
H -2.312 -4.597 -4.602
O -0.174 -1.675 0.073
*
```

---

Entry 4:
# C39H81N3O24

A 12-piece molecular cluster, C39H81N3O24 overall (wB97M-V/def2-TZVPD, the Open Molecules 2025 dataset).

LUMO level, eV: -0.5
SMILES: C[N+](=O)[O-].C[N+](=O)[O-].C[N+](=O)[O-].CCOC(C)=O.CCOC(C)=O.CCOC(C)=O.CCOC(C)=O.CCOC(C)=O.CCOC(C)=O.CCOC(C)=O.CCOC(C)=O.CCOC(C)=O
Orbital gap, eV: 9.56
HOMO energy, eV: -10.02

Geometry as ORCA input:
```
! RIJCOSX wB97M-V def2-TZVPD def2/J DEFGRID3
* xyz 0 1
C -14.808 -6.484 4.381
N -14.908 -7.050 5.783
O -14.513 -8.190 5.958
O -15.414 -6.335 6.622
H -14.332 -5.513 4.402
H -15.826 -6.466 4.000
H -14.248 -7.302 3.936
C -12.900 -10.957 2.689
N -12.147 -10.965 1.430
O -12.745 -10.796 0.396
O -10.963 -11.229 1.502
H -13.418 -9.999 2.740
H -12.249 -11.062 3.547
H -13.664 -11.729 2.641
C -17.855 -15.683 2.148
N -17.532 -14.718 3.250
O -16.422 -14.183 3.203
O -18.248 -14.667 4.238
H -17.080 -15.669 1.392
H -18.784 -15.319 1.711
H -17.944 -16.655 2.621
C -16.999 -9.569 10.402
C -18.015 -9.726 11.524
O -18.515 -11.054 11.554
C -19.502 -11.405 12.373
C -19.947 -12.835 12.132
O -20.116 -10.707 13.127
H -16.034 -9.997 10.669
H -16.967 -8.495 10.230
H -17.366 -10.083 9.511
H -17.579 -9.326 12.443
H -18.861 -9.059 11.333
H -19.912 -13.463 13.017
H -19.537 -13.260 11.216
H -21.007 -12.776 11.869
C -17.176 -16.955 13.222
C -17.179 -15.528 13.686
O -16.017 -14.768 13.278
C -15.840 -14.424 12.004
C -14.500 -13.727 11.873
O -16.618 -14.564 11.094
H -18.152 -17.450 13.278
H -16.468 -17.719 13.534
H -17.120 -16.880 12.129
H -18.044 -14.982 13.316
H -17.095 -15.475 14.770
H -14.277 -13.176 12.790
H -14.603 -12.917 11.152
H -13.615 -14.340 11.723
C -21.005 -14.816 7.184
C -22.374 -14.785 7.831
O -22.530 -15.973 8.642
C -22.830 -17.140 8.089
C -22.909 -18.260 9.111
O -23.074 -17.347 6.930
H -20.980 -15.668 6.502
H -20.236 -14.783 7.951
H -20.893 -13.980 6.490
H -22.401 -13.963 8.541
H -23.140 -14.657 7.069
H -23.925 -18.637 9.142
H -22.619 -17.878 10.089
H -22.118 -18.951 8.826
C -9.679 -9.944 10.306
C -10.099 -11.184 9.555
O -11.348 -10.994 8.885
C -12.500 -11.207 9.557
C -13.633 -11.261 8.542
O -12.594 -11.297 10.746
H -10.139 -9.759 11.276
H -9.851 -9.034 9.727
H -8.600 -9.954 10.490
H -9.404 -11.429 8.754
H -10.102 -12.035 10.239
H -13.535 -10.400 7.886
H -14.545 -11.245 9.141
H -13.688 -12.195 7.987
C -24.347 -11.527 5.748
C -23.107 -10.716 5.449
O -22.165 -10.730 6.517
C -21.301 -9.709 6.575
C -20.251 -9.897 7.681
O -21.320 -8.723 5.883
H -24.896 -11.113 6.603
H -24.098 -12.556 6.008
H -25.153 -11.549 5.014
H -22.600 -11.281 4.652
H -23.246 -9.734 5.001
H -19.364 -10.204 7.122
H -20.731 -10.677 8.270
H -19.962 -8.980 8.181
C -17.329 -14.524 7.617
C -16.309 -13.491 7.954
O -15.762 -12.864 6.778
C -16.390 -11.916 6.130
C -15.686 -11.440 4.866
O -17.496 -11.481 6.386
H -16.930 -15.450 7.195
H -18.092 -14.125 6.948
H -17.849 -14.881 8.509
H -16.724 -12.708 8.593
H -15.431 -13.891 8.458
H -14.802 -12.081 4.870
H -15.413 -10.390 4.887
H -16.406 -11.730 4.104
C -18.415 -11.521 0.491
C -17.880 -10.113 0.664
O -18.328 -9.736 1.969
C -17.702 -8.764 2.645
C -17.949 -8.770 4.141
O -17.074 -7.892 2.095
H -18.031 -12.165 1.286
H -18.112 -12.008 -0.438
H -19.498 -11.573 0.595
H -16.802 -10.273 0.754
H -18.109 -9.416 -0.136
H -17.098 -8.356 4.670
H -18.046 -9.816 4.430
H -18.853 -8.174 4.260
C -23.205 -12.794 1.541
C -21.857 -13.510 1.362
O -20.859 -12.873 2.167
C -20.975 -12.994 3.519
C -19.828 -12.241 4.171
O -21.865 -13.530 4.098
H -23.687 -12.950 2.499
H -23.895 -13.118 0.758
H -23.031 -11.725 1.405
H -21.978 -14.562 1.637
H -21.525 -13.484 0.327
H -20.171 -11.233 4.409
H -18.928 -12.234 3.563
H -19.559 -12.693 5.123
C -19.608 -20.675 7.492
C -18.589 -20.181 8.493
O -18.621 -18.791 8.860
C -19.314 -18.406 9.898
C -19.073 -16.923 10.151
O -19.996 -19.121 10.604
H -20.563 -20.684 8.035
H -19.390 -21.723 7.301
H -19.813 -20.057 6.621
H -18.724 -20.725 9.426
H -17.616 -20.422 8.065
H -19.510 -16.464 11.033
H -19.624 -16.466 9.320
H -18.025 -16.645 10.074
*
```

---

Entry 5:
# C5H5N2

An isolated ion of composition C5H5N2 and charge +1 (wB97M-V/def2-TZVPD, the Open Molecules 2025 dataset).

LUMO level (spin up / spin down), eV: -7.0 / -7.0
SMILES: [H]/N=[N+]1/C#CCC=C1
Orbital gap (spin up / spin down), eV: 8.43 / 8.42
HOMO energy (spin up / spin down), eV: -15.45 / -15.46
Energy relative to the best compared isomer or geometry (same formula, charge and spin), kcal per mole: 105.2

Geometry as ORCA input:
```
! RIJCOSX wB97M-V def2-TZVPD def2/J DEFGRID3
* xyz 1 1
H 0.526 0.086 -3.006
N 0.514 0.977 -2.466
N 0.301 0.643 -1.183
C 0.644 1.446 -0.122
C 0.570 1.221 1.089
C -0.002 0.097 1.764
C -0.342 -0.833 0.599
C -0.183 -0.603 -0.690
H 0.598 -0.458 2.530
H -1.070 0.448 2.014
H -0.893 -1.787 0.987
H -0.663 -1.237 -1.517
*
```

---

Entry 6:
# C16H37BBrCl30O3P2

A 16-piece molecular cluster, C16H37BBrCl30O3P2 overall (wB97M-V/def2-TZVPD, the Open Molecules 2025 dataset).

LUMO level, eV: -4.6
Orbital gap, eV: 7.50
HOMO energy, eV: -12.11

Geometry as ORCA input:
```
! RIJCOSX wB97M-V def2-TZVPD def2/J DEFGRID3
* xyz 1 1
O 0.958 0.444 2.952
P 0.380 1.184 1.832
P 1.878 1.982 0.432
Br 2.838 3.659 1.468
C 3.048 0.744 -0.109
B 4.006 0.244 1.066
O 5.291 0.618 1.098
O 3.559 -0.607 1.998
H -0.271 2.329 2.326
H -0.608 0.477 1.125
H 1.187 2.431 -0.709
H 3.634 1.206 -0.843
H 2.553 -0.086 -0.514
H 5.367 1.520 0.952
H 3.334 -0.128 2.761
C -1.151 1.712 -3.138
Cl -1.532 1.780 -1.411
Cl 0.366 2.556 -3.490
H -1.048 0.679 -3.429
H -1.958 2.179 -3.685
C 0.769 -2.835 4.293
Cl 0.780 -4.389 3.447
Cl 1.419 -2.994 5.927
H 1.383 -2.134 3.746
H -0.247 -2.476 4.350
C 2.230 -6.222 0.051
Cl 0.678 -6.745 0.712
Cl 2.166 -6.048 -1.707
H 2.483 -5.266 0.486
H 2.980 -6.956 0.301
C 7.556 0.029 -1.718
Cl 6.552 1.230 -2.564
Cl 9.271 0.181 -2.104
H 7.436 0.175 -0.658
H 7.220 -0.959 -1.999
C -1.457 -4.722 -2.192
Cl -1.136 -3.200 -3.036
Cl -2.988 -4.662 -1.319
H -1.499 -5.520 -2.920
H -0.661 -4.900 -1.485
C 7.240 0.413 -6.809
Cl 7.109 -1.047 -7.797
Cl 7.962 0.087 -5.229
H 7.859 1.129 -7.328
H 6.249 0.817 -6.661
C -6.627 -3.953 -3.201
Cl -6.275 -2.446 -4.064
Cl -8.170 -3.861 -2.343
H -6.683 -4.753 -3.910
H -5.840 -4.136 -2.486
C 2.024 1.687 6.365
Cl 3.147 0.872 5.268
Cl 1.304 3.120 5.612
H 1.234 0.997 6.626
H 2.557 1.992 7.248
C -4.844 4.183 -1.590
Cl -4.945 2.700 -2.547
Cl -4.153 3.899 0.017
H -4.221 4.894 -2.112
H -5.832 4.573 -1.467
C 0.095 3.783 9.275
Cl -0.708 3.336 10.782
Cl 1.776 3.219 9.233
H -0.440 3.334 8.449
H 0.099 4.869 9.182
C -3.250 -4.852 -5.938
Cl -4.151 -5.286 -4.479
Cl -1.600 -5.489 -5.912
H -3.764 -5.263 -6.794
H -3.207 -3.775 -6.009
C -5.874 -7.574 -1.113
Cl -7.417 -8.097 -0.434
Cl -5.948 -7.406 -2.873
H -5.616 -6.616 -0.686
H -5.121 -8.307 -0.869
C -9.220 4.116 -2.736
Cl -8.306 5.610 -2.982
Cl -8.304 2.781 -1.999
H -10.059 4.344 -2.096
H -9.574 3.786 -3.700
C 3.907 3.003 -4.511
Cl 3.507 3.088 -2.780
Cl 5.420 3.826 -4.869
H 4.001 1.962 -4.786
H 3.111 3.471 -5.069
C 1.098 8.088 9.616
Cl -0.094 9.254 10.188
Cl 0.415 6.996 8.396
H 1.924 8.623 9.173
H 1.438 7.498 10.454
*
```

---

Entry 7:
# C5H11NO3

A 2-piece molecular cluster, C5H11NO3 overall (wB97M-V/def2-TZVPD, the Open Molecules 2025 dataset).

LUMO level, eV: 0.8
Orbital gap, eV: 8.72
HOMO energy, eV: -7.96
Energy relative to the best compared isomer or geometry (same formula, charge and spin), kcal per mole: 112.9

Geometry as ORCA input:
```
! RIJCOSX wB97M-V def2-TZVPD def2/J DEFGRID3
* xyz 0 1
C 0.916 -0.725 0.917
C 1.665 0.593 -1.454
C 0.348 -0.015 -1.011
O 1.739 0.176 1.658
O -0.192 -0.968 -1.545
H 2.524 -0.283 1.978
H 1.508 -1.438 0.341
H 0.276 -1.333 1.563
H 1.460 1.282 -2.278
H 2.304 -0.209 -1.819
H 2.170 1.132 -0.655
C -2.649 -0.671 0.070
C -0.758 0.651 0.805
O -1.822 -0.066 1.098
N -0.552 1.147 -0.453
H -0.017 2.006 -0.410
H -0.369 1.166 1.679
H -2.590 -0.096 -0.851
H -2.303 -1.684 -0.109
H -3.656 -0.663 0.477
*
```

---

E / hartree: -1699.924518, -305.836196, -6065.077820, -3504.401883, -302.516140, -17944.683648, -477.445603